(1)
{"formula": "CH7NO2", "method": "ωB97M-V/def2-TZVPD", "orbital_gap_ev": 10.726, "relative_energy_kcal_mol": 9.8, "species": ["H", "C", "H", "H", "O", "O", "H", "H", "H", "N", "H"], "xyz": [[-6.520668, -2.653099, 1.229509], [2.036217, 1.364128, -0.479561], [2.069727, 1.660519, 0.576595], [3.746785, 0.430890, -1.119747], [1.387814, 0.051963, -0.439946], [-6.577047, -2.348292, 2.142934], [1.305777, 2.056011, -0.879042], [2.134597, -0.554901, -0.506422], [3.308385, 1.716142, -2.063141], [3.305061, 1.338739, -1.127385], [-6.196652, -3.062103, 2.666206]], "forces_ev_per_a": [[-0.0022, 0.0480, 0.1436], [-1.0507, -0.9995, 1.3317], [0.6952, -0.0281, -0.0304], [0.0863, 0.1105, 0.0986], [0.5914, 0.6184, -0.5062], [0.0317, -0.1120, -0.0922], [0.1745, 0.1214, -0.7979], [-0.4129, -0.2525, 0.1085], [-0.1398, -0.2062, -0.0223], [0.0562, 0.6350, -0.1824], [-0.0298, 0.0651, -0.0510]], "mulliken_charge": [0.32, -0.05, 0.18, 0.22, -0.52, -0.64, 0.25, 0.25, 0.22, -0.53, 0.32]}

(2)
{"formula": "C8H32N16O8", "method": "ωB97M-V/def2-TZVPD", "orbital_gap_ev": 8.863, "relative_energy_kcal_mol": 161.0, "species": ["N", "H", "C", "C", "H", "O", "N", "H", "C", "H", "N", "N", "H", "H", "H", "H", "N", "C", "N", "O", "N", "H", "O", "H", "O", "N", "H", "H", "H", "H", "H", "H", "N", "H", "H", "H", "O", "H", "H", "C", "N", "H", "H", "H", "N", "H", "O", "H", "N", "N", "C", "C", "H", "H", "O", "H", "C", "N", "O", "H", "N", "H", "H", "N"], "xyz": [[-0.977588, 14.711126, -17.555618], [-1.242798, 13.026577, -18.991445], [-5.826228, 9.219088, -17.335005], [-1.890177, 10.024402, -19.251926], [-6.492055, 18.019464, -20.682872], [-5.754403, 8.586390, -16.312997], [-5.271347, 10.307189, -17.634466], [-7.372899, 12.350789, -21.262791], [-2.023469, 14.632380, -18.240053], [-4.781838, 10.814950, -16.911509], [-4.729397, 12.371197, -19.768690], [-6.827950, 17.075757, -20.553669], [-0.207524, 10.452591, -20.196956], [-5.220916, 16.097422, -21.757037], [-3.820599, 9.756864, -19.032928], [-6.052489, 15.025498, -16.515021], [-1.915528, 13.755721, -19.180867], [-3.317183, 15.622822, -21.621881], [-7.040933, 15.296279, -19.409926], [-5.559206, 16.812346, -18.751546], [-2.383733, 14.816467, -22.038706], [-7.065940, 14.956635, -18.459073], [-8.219468, 13.978762, -16.673712], [-0.274075, 13.989596, -17.623040], [-5.697153, 10.631497, -20.889226], [-10.037742, 11.823449, -20.814307], [-1.429292, 9.548066, -21.093433], [-5.235640, 13.433225, -16.391764], [-7.585249, 16.787197, -21.156437], [-6.958202, 7.822298, -18.316893], [-4.880654, 13.283161, -19.361829], [-5.977804, 11.904102, -15.920730], [-3.078723, 9.732369, -19.717855], [-2.593536, 14.122527, -22.741941], [-7.667665, 11.621072, -15.809474], [-6.289389, 13.597551, -20.539560], [-1.678176, 10.539716, -18.174789], [-9.949624, 9.244597, -22.335473], [-10.013651, 12.781403, -21.133420], [-5.680655, 11.771956, -20.487626], [-5.976383, 14.038578, -16.715731], [-4.763500, 14.863117, -22.835089], [-3.872731, 11.855247, -19.627200], [-2.304011, 13.884755, -20.104200], [-1.075146, 9.936669, -20.231072], [-0.883697, 15.378537, -16.803385], [-2.904027, 15.479575, -18.168130], [-6.736206, 9.373941, -19.110468], [-9.843319, 9.781723, -21.486780], [-6.485463, 8.711831, -18.390163], [-6.400832, 16.433411, -19.523871], [-7.120208, 13.442248, -16.514957], [-7.878081, 15.230446, -19.971126], [-10.552248, 11.439897, -20.034390], [-3.164906, 16.503093, -20.794718], [-1.450194, 15.201000, -22.065913], [-9.332297, 10.997817, -21.536819], [-6.598719, 12.647286, -20.685868], [-8.332820, 11.125881, -22.197140], [-5.217176, 10.589600, -18.602668], [-6.916937, 12.244328, -16.070343], [-3.161764, 9.264572, -20.609137], [-10.379203, 9.564336, -20.658726], [-4.550942, 15.379589, -21.993555]], "forces_ev_per_a": [[6.5535, 0.1064, 5.4773], [-0.2773, -0.1754, -0.7584], [-2.3222, -5.2832, 0.1803], [-1.5267, 1.7690, 1.7309], [0.0133, -0.1679, -0.0475], [0.3185, -0.2633, 2.4251], [3.2107, 5.6483, -0.4959], [-0.0739, 0.3323, -0.3154], [-4.6563, 4.1936, -1.7855], [0.3157, -0.2495, -0.5901], [2.9795, -0.6627, 1.2864], [-0.8159, 4.2374, -4.8750], [-0.0586, -0.4850, -0.1675], [0.1266, -0.0868, 0.1581], [0.0339, -0.7521, -0.5143], [1.0819, 0.1471, -0.2172], [-0.1507, -4.3106, -3.2491], [-1.1940, 3.2110, 2.9696], [-1.4689, -3.4904, 0.7433], [0.6289, 0.6485, 0.6755], [3.2359, -2.5164, -1.7557], [-0.3896, -0.4673, -0.1958], [0.0539, -0.1439, -0.2478], [0.0320, 0.4084, 0.2088], [0.5073, -2.2191, 0.0998], [-0.4594, 3.4259, 1.2655], [0.8178, 0.4002, 0.0576], [0.7684, 1.5212, -0.1452], [0.2006, 0.0604, 0.3736], [0.1332, 0.4173, 0.0971], [0.4120, -0.1473, 0.1014], [-0.7411, -0.0424, 0.1526], [-3.6641, -1.2089, 0.4843], [0.0810, 0.1907, 0.0229], [0.1180, 0.2153, -0.2464], [-0.9764, 0.0975, -0.2457], [0.5196, 0.2784, 1.4237], [0.4332, -0.1294, 0.5352], [-0.1171, 0.0560, 1.1214], [0.9788, 0.1926, 0.1040], [2.2956, 1.8107, -0.8006], [0.0615, -0.0139, 0.1042], [0.0955, 0.5426, 0.1519], [-0.0772, -0.0830, 0.3731], [5.2180, -0.4175, -3.6697], [-0.2930, -0.2619, -0.1533], [-1.0439, -0.3082, 0.4061], [-0.1670, -0.5733, -0.3938], [-1.5701, -3.8922, 0.8635], [-1.3354, -0.5773, -1.7916], [1.4709, -0.0016, 2.7644], [-3.1979, 1.2889, 0.0972], [-0.0760, -0.4365, 0.6557], [-0.3003, 0.8894, -0.3942], [1.3524, 0.6489, -0.2284], [-0.1058, -0.1524, 0.1823], [1.1686, -2.3802, -1.2791], [-3.4129, 2.2893, -1.1607], [0.8193, 2.3862, -1.4741], [-0.2843, 0.5740, 0.4804], [-0.4923, -4.5349, 1.6415], [-0.7900, 0.1531, 0.5243], [-0.4620, -0.4526, -0.7597], [-3.5356, -1.2533, -1.9810]], "mulliken_charge": [-0.37, 0.04, 0.42, 0.68, 0.26, -0.72, -0.27, 0.20, 0.45, 0.23, 0.33, -0.51, 0.25, 0.22, 0.15, 0.24, -0.05, 0.54, -0.09, -0.60, -0.48, -0.02, -0.74, 0.12, -0.71, -0.38, 0.16, 0.14, 0.16, 0.19, -0.11, 0.03, -0.21, 0.16, 0.19, -0.04, -0.67, 0.22, 0.21, 0.63, -0.33, 0.20, 0.09, 0.21, -0.41, 0.26, -0.56, 0.13, -0.42, -0.24, 0.46, 0.83, 0.17, 0.17, -0.60, 0.26, 0.80, -0.04, -0.71, -0.15, -0.29, 0.12, 0.13, -0.32]}

Number 1: E -247.5037 Ha. Number 2: E -1802.1719 Ha.